The following is a quantum chemistry calculation of a molecular structure, C36H90BCoF4N6O12, from the OMol25 dataset.

```
150
Properties=species:S:1:pos:R:3:lowdin_charge:R:1
Co 0.30 0.50 -3.36 0.843
F -2.35 -1.04 -0.45 0.150
F -0.54 -0.13 -1.55 0.094
F -0.24 -0.96 0.56 0.157
F -1.44 0.93 0.24 0.083
O -3.92 -2.15 5.97 -0.180
O -0.26 -5.22 -0.60 -0.194
O -5.83 -3.37 -3.16 -0.181
O -1.70 0.80 -3.69 -0.276
O -5.27 0.56 2.42 -0.165
O -1.96 5.34 1.83 -0.181
O 3.04 -1.13 2.41 -0.213
O 7.92 2.64 4.24 -0.182
O 3.35 2.06 3.83 -0.229
O 1.97 -0.15 -2.16 -0.256
O 0.18 0.31 -5.60 -0.274
O 2.20 1.54 -4.28 -0.270
N 0.31 2.48 1.70 -0.052
N 0.25 -1.67 -3.70 -0.051
N -2.92 0.06 4.25 -0.045
N 0.20 2.50 -2.68 -0.049
N 5.51 0.10 3.14 -0.043
N -2.77 -3.75 -1.20 -0.055
C 2.10 2.96 -4.22 -0.166
C 0.92 -5.77 -0.06 -0.116
C -6.15 -3.19 -4.51 -0.118
C -2.53 -4.68 -0.08 -0.200
C -2.86 0.78 2.97 -0.192
C 3.38 1.10 -4.91 -0.062
C 0.99 -1.80 -4.97 -0.161
C 2.23 -1.54 -2.14 -0.164
C 2.98 1.32 4.99 -0.082
C 6.75 1.86 4.27 -0.220
C -5.63 1.92 2.52 -0.106
C -4.69 -2.97 5.13 -0.119
C -2.15 2.15 -3.46 -0.151
C 2.26 2.75 3.25 -0.206
C -1.24 2.79 -2.42 -0.139
C -4.51 -3.02 -2.81 -0.234
C -1.12 -4.71 0.40 -0.235
C 1.02 -2.34 -2.60 -0.134
C 5.27 -0.65 1.91 -0.216
C -1.56 4.04 1.48 -0.234
C 0.34 -1.01 -6.09 -0.170
C -2.60 -1.97 5.51 -0.220
C -2.72 0.03 -4.33 -0.033
C 7.95 3.61 3.23 -0.127
C -2.48 -1.33 4.15 -0.213
C 6.47 1.16 2.95 -0.237
C 2.93 0.59 -1.43 -0.040
C -0.52 3.44 2.42 -0.210
C -3.96 0.34 2.00 -0.236
C -2.65 5.36 3.07 -0.097
C -4.18 -3.73 -1.51 -0.219
C 1.97 -2.05 2.42 -0.111
C 0.68 3.33 -3.81 -0.161
C 1.34 1.81 2.51 -0.205
C 4.28 -1.77 2.12 -0.208
C 0.00 1.24 -6.67 -0.037
B -1.15 -0.35 -0.29 -1.249
H -2.94 1.85 3.19 0.088
H 2.47 -1.82 -1.12 0.131
H 2.77 1.64 -1.68 0.085
H -2.96 -5.67 -0.28 0.125
H -1.54 2.46 -1.43 0.110
H -2.14 2.71 -4.40 0.127
H 1.65 -5.97 -0.84 0.084
H 2.87 0.40 -0.36 0.093
H 3.85 0.74 5.29 0.087
H 3.95 0.41 -1.77 0.108
H -4.58 -4.74 -1.66 0.126
H 0.70 -6.73 0.44 0.092
H -0.78 0.87 -7.34 0.107
H 2.02 -1.46 -4.88 0.110
H -2.91 0.42 -5.33 0.106
H 2.19 0.60 4.78 0.082
H 2.07 -2.83 3.18 0.097
H -1.44 -1.29 3.83 0.115
H 0.70 2.87 -1.87 0.143
H 5.88 2.51 4.46 0.114
H 4.25 1.70 -4.64 0.109
H -5.58 2.41 1.54 0.091
H 0.66 4.39 -3.50 0.142
H 4.66 -2.40 2.93 0.134
H 6.23 -1.03 1.55 0.123
H 1.26 -3.36 -2.92 0.135
H 8.70 4.35 3.52 0.088
H -5.00 2.45 3.24 0.075
H -1.01 2.99 3.30 0.112
H 3.25 1.02 -5.99 0.100
H -2.36 -1.00 -4.32 0.084
H -6.67 1.98 2.82 0.091
H -2.14 -2.97 5.57 0.121
H -3.87 0.13 4.62 0.110
H -3.83 -0.72 1.76 0.111
H -1.07 -5.36 1.29 0.126
H 1.09 -1.00 -6.89 0.137
H 0.95 1.33 -7.20 0.102
H 6.99 4.12 3.16 0.092
H 1.92 1.25 1.78 0.105
H 8.28 3.22 2.26 0.084
H 1.03 -1.52 2.60 0.067
H -0.53 -2.32 -3.79 0.139
H -5.45 -2.54 -5.04 0.075
H -3.07 -1.82 3.36 0.095
H 6.83 1.18 5.11 0.127
H 4.11 -2.27 1.16 0.114
H -1.86 0.56 2.58 0.101
H 2.70 2.04 5.77 0.097
H -4.76 -3.28 -0.68 0.130
H 0.36 -2.52 -1.76 0.114
H -0.77 -3.73 0.78 0.120
H -1.09 4.13 0.49 0.109
H 2.23 3.39 -5.22 0.139
H 1.35 -5.12 0.72 0.079
H -3.87 -3.45 -3.60 0.118
H -3.64 0.03 -3.75 0.098
H 4.61 0.51 3.37 0.066
H -5.65 -3.21 5.57 0.090
H -3.17 2.16 -3.07 0.143
H -3.50 4.66 3.03 0.081
H -6.19 -4.15 -5.04 0.090
H 0.87 1.06 3.16 0.112
H 3.62 0.09 -4.57 0.087
H -7.14 -2.74 -4.63 0.087
H -0.24 1.79 1.22 0.057
H 2.72 3.39 2.48 0.132
H -2.42 3.38 1.31 0.114
H -3.15 -4.28 0.74 0.123
H -4.91 -2.50 4.16 0.079
H -0.32 2.20 -6.29 0.080
H -3.72 0.71 0.99 0.108
H 7.42 0.77 2.57 0.127
H -2.03 -1.33 6.20 0.125
H -1.44 3.87 -2.43 0.138
H 1.12 -2.86 -5.21 0.142
H 2.86 3.37 -3.55 0.136
H -2.49 -2.81 -0.93 0.074
H 0.13 4.25 2.77 0.120
H 0.01 3.41 -4.66 0.104
H 3.06 -1.86 -2.79 0.131
H 6.19 1.92 2.20 0.114
H 1.75 3.37 4.00 0.122
H 1.92 -2.53 1.43 0.069
H -4.36 -1.94 -2.72 0.107
H -2.99 6.37 3.28 0.091
H 4.91 0.03 1.11 0.109
H -0.59 -1.45 -6.45 0.139
H -2.01 5.05 3.90 0.086
H -4.15 -3.91 4.93 0.092
```

## Properties
Gap between HOMO and LUMO (alpha / beta) = 7.54 / 7.50 eV
Charge = +1
<S²> = 3.755
Spin multiplicity = 4
LUMO (alpha / beta) = -2.30 / -2.34 eV

***

The following is a quantum chemistry calculation of 2 unconnected molecules or ions with the total composition C4H13NO2, from the OMol25 dataset.

```
20
Properties=species:S:1:pos:R:3:lowdin_charge:R:1
O -1.28 -0.45 1.99 -0.074
O -1.00 -4.82 0.45 -0.073
N 1.27 2.37 -1.72 -0.009
C -0.50 0.88 -0.83 -0.197
C -0.04 0.09 1.56 -0.278
C 0.18 2.27 -0.79 -0.276
C 0.20 -0.13 0.06 -0.205
H 0.65 2.27 0.19 0.091
H -0.09 -1.16 -0.12 0.103
H -0.51 0.50 -1.85 0.104
H -0.06 1.14 1.87 0.110
H -1.53 0.98 -0.46 0.106
H -0.07 -4.59 0.60 0.034
H 1.25 2.91 -2.57 0.060
H 1.28 -0.19 -0.09 0.109
H -0.92 -5.74 0.15 0.038
H 0.80 -0.36 2.12 0.111
H 2.20 2.26 -1.36 0.055
H -0.49 3.13 -0.85 0.109
H -1.36 -1.35 1.66 0.083
```

## Properties
Gap between HOMO and LUMO = 9.35 eV
Charge = 0
Structure (SMILES) = NCCCCO.O
Spin multiplicity = 1
LUMO = 0.63 eV

***

In eV, the energy above the lowest of the compared OMol25 structures with the same formula, charge and spin values for the records above are, in order, 0.0000; 0.9993.
In Eh, the E_tot values for the records above are, in order, -4463.937243; -365.405763.